# 1
Formula: C4N2
Source: the Open Molecules 2025 dataset
Level of theory: ωB97M-V/def2-TZVPD

CARTESIAN COORDINATES (ANGSTROEM)
N (-0.73, 0.51, 2.48)
C (0.13, 0.29, 1.74)
C (0.93, 0.02, 0.64)
C (0.48, -0.13, -0.48)
C (-0.16, -0.28, -1.68)
N (-0.65, -0.42, -2.72)

Charge: 0
ΔE to the lowest compared entry with this formula, charge and spin: 105.4 kJ/mol
LUMO energy: -1.8 eV
Frontier orbital gap: 9.63 eV

Mulliken population analysis, charges in e, atoms 1 to 2: -0.304, 0.393

=====

# 2
Formula: C4N2
Source: the Open Molecules 2025 dataset
Level of theory: ωB97M-V/def2-TZVPD

CARTESIAN COORDINATES (ANGSTROEM)
N (-1.35, -1.58, -2.30)
C (-0.87, -1.04, -1.38)
C (-0.36, -0.47, -0.27)
C (0.24, 0.29, 0.47)
C (0.89, 1.07, 1.35)
N (1.44, 1.73, 2.13)

Charge: 0
ΔE to the lowest compared entry with this formula, charge and spin: 17.3 kJ/mol
LUMO energy: -1.4 eV
Frontier orbital gap: 10.04 eV

Mulliken population analysis, charges in e, atoms 1 to 2: -0.371, 0.087

=====

# 3
Formula: C4O5Rb
Source: the Open Molecules 2025 dataset
Level of theory: ωB97M-V/def2-TZVPD

CARTESIAN COORDINATES (ANGSTROEM)
C (0.02, -0.66, 2.57)
O (0.14, -1.03, 3.70)
O (-1.73, 1.37, 0.92)
C (-0.97, 0.48, 0.50)
C (-0.14, -0.36, 1.34)
O (-0.80, 0.28, -0.80)
C (0.96, 0.88, -2.26)
O (1.47, -0.20, -2.29)
O (0.84, 1.93, -2.78)
Rb (0.21, -2.71, -0.89)

Charge: -1
ΔE to the lowest compared entry with this formula, charge and spin: 111.7 kJ/mol
LUMO energy: 1.3 eV
Frontier orbital gap: 4.02 eV

Mulliken population analysis, charges in e, atoms 1 to 2: 0.634, -0.678

=====

What did the third record say?
Formula: C4O5Rb
Source: the Open Molecules 2025 dataset
Level of theory: ωB97M-V/def2-TZVPD

CARTESIAN COORDINATES (ANGSTROEM)
C (0.02, -0.66, 2.57)
O (0.14, -1.03, 3.70)
O (-1.73, 1.37, 0.92)
C (-0.97, 0.48, 0.50)
C (-0.14, -0.36, 1.34)
O (-0.80, 0.28, -0.80)
C (0.96, 0.88, -2.26)
O (1.47, -0.20, -2.29)
O (0.84, 1.93, -2.78)
Rb (0.21, -2.71, -0.89)

Charge: -1
ΔE to the lowest compared entry with this formula, charge and spin: 111.7 kJ/mol
LUMO energy: 1.3 eV
Frontier orbital gap: 4.02 eV

Mulliken population analysis, charges in e, atoms 1 to 2: 0.634, -0.678